{"formula": "CH4N2O2", "method": "ωB97M-V with the def2-TZVPD basis set", "homo_lumo_gap_ev": 9.45, "relative_energy_kcal_mol": 96.4, "total_charge": 0, "mol_weight_g_mol": 76.05, "species": ["C", "H", "H", "H", "H", "N", "N", "O", "O"], "coordinates": [[0.52477, -0.03865, -0.33356], [-0.51152, -1.91620, 1.89859], [0.48715, -2.01238, -0.52131], [1.18400, -0.13935, -1.17609], [0.66012, 1.93208, -1.47073], [0.32646, -1.32878, 0.19612], [-0.11814, 0.99691, 0.00948], [-0.87955, -1.56786, 0.88030], [0.07622, 2.15421, -0.65133]], "mulliken_charge": [0.0211, 0.3705, 0.2516, 0.2179, 0.3096, -0.2038, -0.2450, -0.4162, -0.3056]}